DFT (wB97M-V/def2-TZVPD) results for one molecule with the formula C13H15N3O3.

Results
orbital gap	8.6	eV
highest occupied orbital energy	-8.44	eV
energy relative to the best compared isomer or geometry (same formula, charge and spin)	80.65	kcal/mol
SMILES string	N[C@@H](Cc1c[nH]c2ccccc12)C(=O)NCC(=O)O

Last column: Mulliken charge in e.
Geometry (Å):
C (0.575, 0.611, -2.199)  0.47
C (-0.155, -0.605, -2.181)  0.38
C (0.006, 1.941, -1.436)  -1.23
C (-0.206, 1.653, 0.004)  0.12
C (-1.403, 1.581, 0.692)  -0.81
C (0.795, 1.125, 0.959)  1.53
C (0.099, 0.833, 2.206)  -0.94
C (2.224, 0.824, 0.992)  -0.25
C (0.446, -0.063, 3.176)  -0.62
C (2.680, -0.112, 2.044)  -0.49
C (1.779, -0.631, 2.988)  -0.50
C (-1.686, -2.059, -0.967)  -0.42
C (-1.804, -2.574, 0.500)  0.39
H (0.548, 0.454, -4.273)  0.29
H (1.340, 1.752, -3.640)  0.26
H (1.606, 0.527, -1.962)  0.22
H (-1.005, 2.034, -1.944)  0.25
H (0.681, 2.732, -1.716)  0.44
H (-2.277, 1.889, 0.325)  0.63
H (-2.069, 0.880, 2.599)  0.35
H (3.005, 0.983, 0.156)  0.28
H (-0.075, -0.275, 4.105)  0.41
H (3.620, -0.602, 1.952)  0.38
H (2.037, -1.561, 3.488)  0.40
H (-1.350, 0.046, -0.556)  0.12
H (-0.969, -2.815, -1.431)  0.33
H (-2.672, -2.239, -1.367)  0.39
H (-0.606, -1.153, 1.059)  0.26
N (0.505, 1.259, -3.546)  -0.74
N (-1.255, 1.348, 2.056)  -0.15
N (-1.116, -0.786, -1.221)  -0.05
O (0.193, -1.431, -3.051)  -0.71
O (-2.330, -3.645, 0.721)  -0.61
O (-1.161, -1.918, 1.466)  -0.38